The following is a quantum chemistry calculation of 2 unconnected molecules or ions with the total composition C26H29N5O3 at a distorted geometry, from OMol25.

XYZ file:
```
63
Properties=species:S:1:pos:R:3:forces:R:3
C -1.87887 4.45098 2.75759 0.313 0.345 -0.035
N -1.75238 3.01496 2.84212 -0.561 -0.361 0.048
C -2.83537 2.21414 3.06867 -0.864 0.496 0.324
O -3.98582 2.59715 3.25703 1.501 -0.619 -0.348
C -2.33688 0.76747 3.06634 -0.552 0.074 0.544
C -2.94903 -0.08081 1.94649 0.052 -0.135 -0.361
C -4.45179 -0.21265 2.06263 -0.091 -0.110 -0.052
C -5.27744 0.26730 1.04098 -0.035 0.085 0.427
C -6.66468 0.25240 1.20076 0.087 -0.212 0.161
C -7.22934 -0.29656 2.35975 0.306 0.056 -0.057
C -6.40177 -0.83440 3.35358 0.206 0.025 -0.171
C -5.01172 -0.80287 3.19968 -0.319 0.267 -0.221
N -0.88685 0.92923 2.92409 1.127 -1.851 -0.087
C -0.07588 -0.14669 2.87927 -1.031 0.969 0.086
C 1.30656 -0.07630 2.73920 1.431 0.067 -0.221
C 2.17818 -1.15466 2.64842 -1.173 1.848 0.701
C 3.60280 -0.95097 2.57631 1.950 0.527 -0.144
C 4.20552 0.34474 2.52101 0.315 -0.317 -0.089
C 5.60257 0.48968 2.44235 -1.365 -1.743 0.090
N 6.16422 1.79488 2.29747 1.520 3.075 -0.277
O 7.40815 1.89360 2.18630 -2.488 -0.339 0.243
O 5.40256 2.79093 2.27929 1.242 -2.047 0.074
C 6.44968 -0.63149 2.45692 -0.511 0.075 -0.011
C 5.87606 -1.90444 2.52907 0.028 0.405 0.029
C 4.48975 -2.06600 2.57519 -0.509 0.269 0.029
C -0.46260 2.33642 2.77660 0.139 0.818 -0.180
C 0.19622 2.62332 1.41866 -0.132 -0.199 -0.140
C 0.42953 2.82642 3.92787 -0.149 -0.168 0.196
H -2.93517 4.72161 2.81590 0.177 -0.201 0.014
H -1.33560 4.93867 3.57574 -0.178 -0.036 -0.094
H -1.46389 4.81415 1.81052 -0.150 -0.018 0.129
H -2.57508 0.31157 4.04715 0.137 0.263 -0.401
H -2.68861 0.38100 0.97937 -0.037 -0.210 0.266
H -2.47991 -1.07720 1.98464 -0.129 0.251 -0.116
H -4.81461 0.68542 0.14298 -0.247 -0.061 0.269
H -7.30043 0.67547 0.42112 0.146 -0.185 0.241
H -8.31295 -0.30482 2.48821 0.332 0.000 -0.037
H -6.83035 -1.27358 4.25603 0.068 0.123 -0.304
H -4.34861 -1.21215 3.96712 -0.323 0.084 -0.149
H -0.56591 -1.12196 2.97431 0.141 0.324 -0.057
H 1.74530 0.91794 2.70316 -0.241 -0.396 -0.011
H 1.79492 -2.17034 2.68510 0.138 -0.901 -0.252
H 3.61449 1.26049 2.52641 0.254 -0.291 -0.065
H 7.52315 -0.46927 2.40461 -0.237 -0.141 0.001
H 6.52822 -2.77627 2.54584 -0.230 0.189 -0.023
H 4.03106 -3.05509 2.61517 0.067 0.100 -0.073
H -0.50099 2.37124 0.60756 0.210 0.075 0.186
H 0.44789 3.69019 1.35962 -0.051 -0.326 -0.008
H 1.11238 2.04284 1.28686 -0.175 0.234 -0.084
H -0.11691 2.74134 4.87690 0.180 0.034 -0.201
H 1.35212 2.24600 4.00081 -0.150 0.225 0.055
H 0.69188 3.87890 3.75672 -0.052 -0.329 0.074
C 0.97770 -5.21065 4.20601 -0.198 0.007 0.683
C 1.28209 -5.05610 2.78243 0.605 -0.051 -3.522
N 1.05092 -6.06926 1.90544 0.016 0.374 0.477
C 1.45767 -5.62084 0.68300 0.582 1.776 0.911
C 1.95949 -4.30483 0.84931 -0.832 -1.626 -0.145
N 1.82203 -3.94064 2.16346 -0.222 -1.045 0.908
H 1.40655 -4.38551 4.77800 -0.066 -0.043 0.126
H -0.10871 -5.24160 4.35800 0.140 0.032 0.187
H 1.38829 -6.16150 4.56902 -0.099 0.248 0.037
H 1.38458 -6.18897 -0.23813 0.013 -0.065 0.272
H 2.40492 -3.69120 0.07789 -0.027 0.283 0.150
```
Positions in Å, forces in eV/Å.

LUMO level = -2.43 eV
net charge = 0
energy relative to the best compared isomer or geometry (same formula, charge and spin) = 698.7 kJ/mol
HOMO-LUMO gap = 3.55 eV